Record 1
C18H19ClN2O5S | the ωB97M-V functional and the def2-TZVPD basis

The geometry in XYZ format:
```
46
Properties=species:S:1:pos:R:3
C 4.62 0.47 1.78
N 4.27 1.29 0.65
C 3.50 2.47 0.95
S 3.82 0.46 -0.71
O 3.55 1.41 -1.74
O 4.79 -0.56 -0.96
C 2.23 -0.29 -0.26
C 1.13 0.54 -0.42
C -0.14 0.10 -0.05
N -1.27 0.92 -0.18
C -1.28 2.27 -0.11
O -0.31 2.97 0.03
C -2.68 2.89 -0.21
O -3.70 1.96 -0.54
C -4.45 1.47 0.47
O -4.33 1.79 1.62
C -5.40 0.41 -0.06
C -4.59 -0.85 -0.21
C -3.81 -1.06 -1.35
C -3.05 -2.20 -1.48
C -3.05 -3.16 -0.48
C -3.81 -2.96 0.66
C -4.57 -1.81 0.80
C -0.29 -1.19 0.46
C 0.81 -2.01 0.62
C 2.08 -1.56 0.27
Cl 3.43 -2.59 0.49
H 5.27 1.03 2.46
H 5.17 -0.39 1.40
H 3.74 0.13 2.34
H 4.08 3.13 1.59
H 3.29 2.97 0.01
H 2.55 2.23 1.46
H 1.28 1.51 -0.85
H -2.15 0.43 -0.22
H -2.90 3.36 0.75
H -2.67 3.65 -0.99
H -6.20 0.27 0.66
H -5.79 0.73 -1.02
H -3.82 -0.32 -2.13
H -2.45 -2.35 -2.37
H -2.45 -4.05 -0.58
H -3.81 -3.69 1.45
H -5.16 -1.65 1.69
H -1.27 -1.54 0.74
H 0.69 -3.01 1.01
```

Calculated values
- Energy above the lowest of the compared OMol25 structures with the same formula, charge and spin: 15.3 kcal/mol
- Calculated total energy: -55550.158 eV
- HOMO: -8.88 eV

Atomic partial charges in e from the Mulliken method, atoms 1 to 4:
1 C -0.8952
2 N 0.0694
3 C -0.9115
4 S 1.1255



Record 2
C18H19ClO5 | the ωB97M-V functional and the def2-TZVPD basis

The geometry in XYZ format:
```
43
Properties=species:S:1:pos:R:3
C 0.27 2.47 4.45
C -0.57 2.66 3.43
C -0.22 2.23 2.02
C -1.15 1.19 1.45
C -1.42 1.10 0.14
C -0.86 2.02 -0.90
O 0.50 1.64 -1.11
C 0.90 1.78 -2.46
C 2.41 1.64 -2.54
O 2.87 0.47 -1.91
C 2.59 -0.72 -2.62
C 3.88 -1.52 -2.88
C -2.30 0.00 -0.37
O -3.08 0.18 -1.28
C -2.16 -1.30 0.36
C -1.91 -1.21 1.72
C -1.75 -2.35 2.50
C -1.83 -3.58 1.88
C -2.06 -3.69 0.51
O -2.11 -4.94 -0.07
C -2.24 -2.55 -0.26
Cl -2.53 -2.72 -1.95
C -1.79 0.15 2.33
O -2.20 0.38 3.45
H -0.09 2.31 5.46
H 1.34 2.46 4.28
H -1.53 3.11 3.62
H -0.15 3.09 1.35
H 0.77 1.77 2.06
H -0.88 3.07 -0.59
H -1.42 1.90 -1.83
H 0.41 0.99 -3.05
H 0.57 2.74 -2.88
H 2.72 1.68 -3.59
H 2.85 2.49 -2.01
H 2.13 -0.50 -3.58
H 1.88 -1.34 -2.06
H 3.85 -2.48 -2.37
H 4.75 -0.95 -2.56
H 3.99 -1.73 -3.94
H -1.56 -2.25 3.55
H -1.68 -4.48 2.46
H -1.21 -5.22 -0.24
```

Calculated values
- Energy above the lowest of the compared OMol25 structures with the same formula, charge and spin: 33.2 kcal/mol
- Calculated total energy: -41731.205 eV
- HOMO: -8.99 eV

Atomic partial charges in e from the Mulliken method, atoms 1 to 4:
1 C -0.7791
2 C -0.3101
3 C -0.3586
4 C 0.4421



Record 3
C18H19F5MgN4O4S2 | the ωB97M-V functional and the def2-TZVPD basis

The geometry in XYZ format:
```
53
Properties=species:S:1:pos:R:3
Mg -0.23 0.47 0.52
C 0.38 0.45 3.50
C 0.87 -0.97 3.18
N 0.60 -1.32 1.77
C 1.72 -1.98 1.08
C 2.88 -1.03 0.79
S 2.37 0.45 -0.14
C 2.77 1.82 0.99
C 2.17 1.70 2.39
N 0.74 1.35 2.40
H -0.70 0.45 3.59
H 0.80 0.76 4.46
H 1.95 -1.04 3.34
H 0.40 -1.68 3.86
H -0.22 -1.92 1.71
H 2.10 -2.84 1.64
H 1.33 -2.36 0.13
H 3.37 -0.71 1.71
H 3.63 -1.56 0.20
H 3.85 1.92 1.04
H 2.35 2.68 0.47
H 2.71 0.93 2.94
H 2.36 2.63 2.92
H 0.17 2.19 2.44
C -0.51 -2.53 -2.35
C -1.51 -2.21 -1.30
N -1.42 -1.24 -0.40
C -2.58 -1.30 0.36
C -3.36 -2.32 -0.09
N -2.67 -2.88 -1.13
C -4.66 -2.93 0.31
O -5.29 -2.39 1.33
O -5.06 -3.89 -0.30
C -2.80 -0.29 1.44
O -3.81 -0.39 2.15
O -1.89 0.59 1.52
H 0.30 -1.81 -2.32
H -0.96 -2.47 -3.35
H -0.11 -3.54 -2.22
H -3.03 -3.66 -1.66
H -4.77 -1.61 1.71
F 1.17 2.89 -6.07
C 0.84 2.88 -4.77
C 0.53 1.70 -4.14
F 0.56 0.54 -4.81
C 0.19 1.71 -2.80
F -0.11 0.51 -2.25
C 0.13 2.86 -2.02
S -0.30 2.87 -0.32
C 0.45 4.03 -2.71
F 0.43 5.21 -2.07
C 0.79 4.05 -4.05
F 1.09 5.21 -4.65
```

Calculated values
- Energy above the lowest of the compared OMol25 structures with the same formula, charge and spin: 1.7 kcal/mol
- Calculated total energy: -73832.943 eV
- HOMO: -7.64 eV

Atomic partial charges in e from the Mulliken method, atoms 1 to 4:
1 Mg 1.6291
2 C -1.0286
3 C -0.8383
4 N -0.2333



Record 4
C18H19IN4O4Rh | the ωB97M-V functional and the def2-TZVPD basis

The geometry in XYZ format:
```
47
Properties=species:S:1:pos:R:3
Rh 0.01 -0.77 0.06
C 2.96 -0.11 3.08
C 1.57 -0.36 3.54
N 1.34 -0.81 4.73
C 0.13 -1.08 5.19
C -0.99 -0.95 4.40
C -2.35 -1.15 5.06
O -3.22 -1.96 4.32
C -0.85 -0.54 3.05
C -1.91 -0.56 2.13
N -1.82 -0.26 0.82
C -2.90 -0.07 0.02
C -4.24 -0.21 0.45
C -5.30 -0.04 -0.41
C -5.10 0.29 -1.74
C -3.80 0.49 -2.20
C -2.74 0.31 -1.33
I -0.79 0.74 -2.11
C 0.49 -0.10 2.63
O 0.72 0.46 1.51
H 3.64 -0.24 3.91
H 3.04 0.90 2.68
H 3.23 -0.80 2.28
H 0.07 -1.37 6.23
H -2.84 -0.17 5.14
H -2.20 -1.54 6.07
H -2.90 -2.87 4.31
H -2.86 -0.91 2.53
H -4.43 -0.48 1.48
H -6.30 -0.18 -0.03
H -5.93 0.41 -2.41
H -3.62 0.77 -3.22
C 3.06 -3.34 -1.54
C 1.84 -2.66 -1.03
N 1.82 -1.43 -0.62
O 2.99 -0.69 -0.71
C 0.57 -3.32 -0.96
C 0.38 -4.78 -1.20
N -0.45 -2.55 -0.66
O -1.65 -2.87 -0.57
H 3.91 -2.66 -1.50
H 2.91 -3.65 -2.57
H 3.28 -4.23 -0.95
H 2.78 0.22 -0.44
H 0.76 -5.09 -2.16
H -0.69 -5.00 -1.15
H 0.89 -5.35 -0.42
```

Calculated values
- ⟨S²⟩: 6.0762
- Total charge: +1
- Calculated total energy: -44221.033 eV
- Multiplicity: 5
- HOMO (alpha / beta): -9.02 / -10.88 eV

Atomic partial charges in e from the Mulliken method, atoms 1 to 4:
1 Rh -0.1835
2 C -1.0801
3 C 0.5850
4 N -0.6312



Record 5
C18H19N3O2 | the ωB97M-V functional and the def2-TZVPD basis

The geometry in XYZ format:
```
42
Properties=species:S:1:pos:R:3
C -5.25 -2.04 -1.61
C -5.47 -0.85 -1.08
C -5.18 -0.49 0.35
C -4.05 0.50 0.39
C -4.29 1.86 0.34
C -3.25 2.78 0.34
C -1.95 2.33 0.38
C -1.67 0.96 0.42
C -0.29 0.54 0.46
N 0.04 -0.69 0.51
N 1.35 -1.03 0.55
C 1.73 -2.34 0.60
O 0.96 -3.26 0.62
C 3.26 -2.52 0.61
N 3.96 -1.75 -0.39
C 4.22 -0.40 -0.31
C 4.27 0.29 0.91
C 4.58 1.64 0.94
C 4.85 2.33 -0.23
C 4.81 1.65 -1.44
C 4.50 0.31 -1.48
C -2.73 0.03 0.42
O -2.53 -1.29 0.46
H -5.46 -2.25 -2.64
H -4.85 -2.85 -1.02
H -5.86 -0.04 -1.69
H -6.07 -0.06 0.80
H -4.89 -1.39 0.90
H -5.31 2.21 0.32
H -3.46 3.84 0.31
H -1.13 3.03 0.37
H 0.47 1.33 0.45
H 2.05 -0.28 0.54
H 3.64 -2.26 1.60
H 3.46 -3.58 0.44
H 3.83 -2.08 -1.34
H 4.08 -0.22 1.84
H 4.61 2.15 1.89
H 5.08 3.39 -0.20
H 5.02 2.18 -2.36
H 4.47 -0.21 -2.43
H -1.57 -1.48 0.49
```

Calculated values
- Energy above the lowest of the compared OMol25 structures with the same formula, charge and spin: 60.8 kcal/mol
- Calculated total energy: -27538.861 eV
- HOMO: -8.20 eV

Atomic partial charges in e from the Mulliken method, atoms 1 to 4:
1 C -0.7738
2 C 0.0227
3 C -1.1045
4 C 0.5432



Record 6
C18H19N5O5 | the ωB97M-V functional and the def2-TZVPD basis

The geometry in XYZ format:
```
47
Properties=species:S:1:pos:R:3
C -0.32 2.69 4.46
O -0.87 3.17 3.25
C -1.15 2.29 2.27
C -1.61 2.83 1.07
C -1.95 2.03 0.01
C -1.82 0.65 0.12
N -2.15 -0.19 -0.98
C -2.95 -1.32 -0.85
O -3.44 -1.71 0.17
C -3.07 -1.96 -2.22
C -2.27 -1.05 -3.17
N -1.18 -1.66 -3.91
C -0.05 -2.13 -3.14
C 1.19 -1.26 -3.43
N 2.25 -1.52 -2.50
C 2.34 -1.03 -1.25
C 1.64 0.12 -0.80
C 1.83 0.53 0.50
C 2.71 -0.19 1.32
N 2.89 0.17 2.68
O 3.72 -0.44 3.33
O 2.20 1.07 3.13
C 3.38 -1.29 0.78
N 3.20 -1.69 -0.45
C -1.71 0.05 -2.26
O -0.99 0.95 -2.59
C -1.35 0.09 1.30
C -1.03 0.90 2.38
H -1.02 2.04 4.98
H 0.62 2.16 4.28
H -0.13 3.58 5.07
H -1.71 3.91 1.00
H -2.30 2.46 -0.91
H -4.12 -2.04 -2.49
H -2.66 -2.97 -2.19
H -2.92 -0.57 -3.91
H -1.53 -2.35 -4.56
H -0.25 -2.08 -2.06
H 0.18 -3.18 -3.37
H 1.55 -1.47 -4.44
H 0.89 -0.21 -3.39
H 2.79 -2.36 -2.63
H 0.98 0.66 -1.45
H 1.33 1.40 0.89
H 4.07 -1.86 1.39
H -1.25 -0.98 1.40
H -0.67 0.45 3.28
```

Calculated values
- Energy above the lowest of the compared OMol25 structures with the same formula, charge and spin: 107.8 kcal/mol
- Calculated total energy: -36660.581 eV
- HOMO: -8.51 eV

Atomic partial charges in e from the Mulliken method, atoms 1 to 4:
1 C -0.6049
2 O -0.4874
3 C 0.7501
4 C -0.8471



Record 7
C18H19N7Ru | the ωB97M-V functional and the def2-TZVPD basis

The geometry in XYZ format:
```
45
Properties=species:S:1:pos:R:3
Ru -0.05 1.34 -0.69
C -1.52 2.81 -0.02
C -1.78 1.78 0.96
C -0.72 1.77 1.85
C 0.23 2.73 1.41
C -0.25 3.38 0.26
H -2.24 3.19 -0.72
H -2.69 1.21 1.04
H -0.65 1.13 2.72
H 1.15 2.99 1.92
H 0.16 4.26 -0.20
C 0.87 -1.51 -1.12
N 0.31 -0.32 -1.78
C 0.11 -0.24 -3.07
C -0.38 0.99 -3.54
C -0.75 1.51 -4.78
C -1.15 2.82 -4.54
C -1.00 3.05 -3.17
N -0.54 1.95 -2.55
C -0.21 -1.87 1.12
C -0.13 -1.67 2.49
C -1.09 -2.20 3.34
C -2.14 -2.95 2.83
C -2.22 -3.16 1.46
C -1.26 -2.63 0.60
H 1.93 -1.59 -1.40
H 0.37 -2.43 -1.41
H 0.32 -1.07 -3.74
H -0.72 0.99 -5.72
H -1.50 3.54 -5.26
H -1.21 3.96 -2.63
H 0.70 -1.10 2.91
H -1.01 -2.04 4.41
H -2.89 -3.36 3.49
H -3.03 -3.74 1.05
H -1.37 -2.80 -0.46
N 4.14 -2.59 1.94
N 3.11 -1.90 1.56
N 3.33 -0.65 1.64
C 2.32 0.18 1.15
N 1.19 0.01 0.59
N 0.78 -1.32 0.28
H 4.92 -2.13 2.40
H 3.98 -3.58 2.08
H 2.57 1.23 1.29
```

Calculated values
- Energy above the lowest of the compared OMol25 structures with the same formula, charge and spin: 66.9 kcal/mol
- ⟨S²⟩: 0.7778
- Total charge: +1
- Calculated total energy: -31976.812 eV
- Multiplicity: 2
- HOMO (alpha / beta): -10.63 / -10.88 eV

Atomic partial charges in e from the Mulliken method, atoms 1 to 4:
1 Ru 0.8837
2 C -0.8521
3 C -0.4397
4 C -0.3094



Record 8
C18H19O6S2W | the ωB97M-V functional and the def2-TZVPD basis

The geometry in XYZ format:
```
46
Properties=species:S:1:pos:R:3
W -0.97 0.97 -0.38
O -4.21 1.60 1.88
C -3.73 1.13 0.90
O -2.49 1.55 0.49
C -4.37 0.02 0.12
C -5.61 -0.39 0.61
C -6.33 -1.40 -0.01
C -5.81 -2.02 -1.14
C -4.58 -1.62 -1.65
C -3.86 -0.61 -1.02
S -2.39 -0.10 -1.88
H -6.00 0.11 1.49
H -7.28 -1.70 0.39
H -6.37 -2.80 -1.63
H -4.18 -2.09 -2.54
C 6.54 -0.05 1.62
O 5.46 0.29 0.76
C 4.21 0.10 1.19
C 3.89 -0.41 2.47
C 2.57 -0.54 2.81
C 1.53 -0.19 1.93
C 0.15 -0.28 2.29
C -0.34 -0.85 3.58
O -0.76 0.12 1.53
C 1.88 0.31 0.66
O 0.96 0.65 -0.25
C 3.20 0.46 0.30
H 7.45 0.17 1.07
H 6.52 -1.11 1.87
H 6.51 0.55 2.53
H 4.66 -0.69 3.17
H 2.34 -0.93 3.79
H 0.44 -1.15 4.27
H -0.97 -1.72 3.35
H -0.99 -0.11 4.05
H 3.46 0.86 -0.66
C 0.69 2.29 -4.57
S 0.00 0.99 -3.59
C 1.43 -0.02 -3.37
O -0.19 1.71 -2.23
H 1.56 2.70 -4.06
H -0.08 3.04 -4.68
H 0.95 1.86 -5.54
H 1.70 -0.46 -4.33
H 1.15 -0.81 -2.67
H 2.24 0.59 -2.96
```

Calculated values
- Total charge: +1
- Calculated total energy: -54750.137 eV
- HOMO (alpha / beta): -10.77 / -10.62 eV

Atomic partial charges in e from the Mulliken method, atoms 1 to 4:
1 W 1.6224
2 O -0.5545
3 C 0.6937
4 O -0.5574



Record 9
C18H20AuClN2O2S2 | the ωB97M-V functional and the def2-TZVPD basis

The geometry in XYZ format:
```
46
Properties=species:S:1:pos:R:3
Au -0.84 -0.83 0.40
C 1.76 -1.49 -1.11
N 1.35 -0.56 -0.04
C 1.62 0.85 -0.50
C 0.44 1.55 -1.17
N -0.64 1.79 -0.22
C -0.30 2.76 0.82
C -1.92 2.04 -0.80
C -2.09 3.12 -1.66
C -3.33 3.42 -2.21
C -4.42 2.62 -1.89
C -4.26 1.53 -1.05
C -3.02 1.23 -0.48
S -3.03 -0.20 0.57
C 2.05 -0.78 1.23
C 3.41 -1.07 1.24
C 4.08 -1.22 2.44
C 3.40 -1.06 3.64
C 2.05 -0.75 3.63
C 1.36 -0.61 2.42
S -0.36 -0.17 2.52
H 2.78 -1.27 -1.45
H 1.08 -1.38 -1.95
H 1.71 -2.51 -0.73
H 2.45 0.81 -1.20
H 1.95 1.42 0.36
H 0.05 0.93 -1.98
H 0.82 2.48 -1.61
H 0.01 3.73 0.39
H 0.50 2.38 1.45
H -1.16 2.91 1.45
H -1.24 3.74 -1.90
H -3.44 4.26 -2.88
H -5.39 2.83 -2.31
H -5.11 0.90 -0.83
H 3.95 -1.20 0.31
H 5.14 -1.46 2.45
H 3.91 -1.18 4.58
H 1.51 -0.64 4.56
Cl -2.09 -5.68 -0.28
C -1.06 -4.63 -1.29
C -0.72 -3.35 -0.55
O 0.00 -3.35 0.44
O -1.24 -2.29 -1.09
H -1.60 -4.42 -2.21
H -0.14 -5.18 -1.50
```

Calculated values
- Energy above the lowest of the compared OMol25 structures with the same formula, charge and spin: 0.0 kcal/mol
- Calculated total energy: -63950.617 eV
- HOMO: -8.06 eV

Atomic partial charges in e from the Mulliken method, atoms 1 to 4:
1 Au 1.2869
2 C -1.6283
3 N 0.7244
4 C -0.8487



Record 10
C18H20Br2CaCl3N4OS | the ωB97M-V functional and the def2-TZVPD basis

The geometry in XYZ format:
```
50
Properties=species:S:1:pos:R:3
Ca 0.14 0.69 -1.33
N -1.58 5.10 -1.73
C -1.14 3.83 -1.45
S 0.38 3.39 -2.17
N -1.92 3.14 -0.66
N -1.42 1.91 -0.30
C -2.13 1.14 0.42
C -1.55 -0.20 0.81
C -2.57 -1.06 1.52
C -2.52 -2.40 1.39
C -1.65 -3.00 0.44
C -1.07 -2.16 -0.49
N -1.10 -0.83 -0.46
H -1.15 5.54 -2.53
H -2.53 5.32 -1.51
H -3.14 1.41 0.74
H -3.30 -0.57 2.15
H -3.20 -3.03 1.96
H -1.59 -4.07 0.32
H -0.60 -2.59 -1.38
Br 3.06 1.84 0.89
C 2.47 3.69 0.83
Br 1.33 4.13 2.31
H 1.90 3.83 -0.08
H 3.35 4.32 0.88
Cl 1.72 -4.69 -5.73
C 1.71 -3.42 -4.54
C 0.99 -2.26 -4.78
C 1.01 -1.26 -3.83
Cl 0.06 0.17 -4.10
C 1.75 -1.32 -2.62
O 1.80 -0.36 -1.78
C 2.43 -2.56 -2.44
Cl 3.28 -2.76 -0.94
C 2.42 -3.58 -3.36
H 0.43 -2.14 -5.69
H 2.96 -4.49 -3.16
C -1.01 0.44 4.06
C -0.20 -0.45 3.12
C 1.26 -0.51 3.58
C -0.24 0.07 1.68
H -0.93 0.09 5.09
H -2.06 0.45 3.79
H -0.64 1.47 4.02
H -0.63 -1.46 3.14
H 1.72 0.47 3.48
H 1.83 -1.22 2.97
H 1.33 -0.82 4.63
H 0.59 -0.40 1.14
H -0.05 1.15 1.72
```

Calculated values
- Energy above the lowest of the compared OMol25 structures with the same formula, charge and spin: 26.1 kcal/mol
- Total charge: -1
- Calculated total energy: -233928.789 eV
- HOMO: -3.72 eV

Atomic partial charges in e from the Mulliken method, atoms 1 to 4:
1 Ca 0.8620
2 N -0.4674
3 C 0.6551
4 S -0.6828